Record 1
Below is a gas-phase ion, C2H3O3S (charge -1) at a distorted geometry, with properties calculated with the ωB97M-V functional and the def2-TZVPD basis.

## Properties
Frontier orbital gap = 0.2745 hartree
Energy relative to the best compared isomer or geometry (same formula, charge and spin) = 3.122 eV
HOMO energy = -3.3 eV

```
! RIJCOSX wB97M-V def2-TZVPD def2/J DEFGRID3
* xyz -1 1
C 0.91 0.66 -0.27
C 0.29 -0.66 -0.15
O -1.36 0.48 1.68
O -2.37 -0.40 -0.37
O 1.47 -0.27 0.59
S -1.47 -0.70 0.78
H 1.31 0.64 -1.31
H 0.54 1.63 0.04
H 0.69 -1.38 -0.99
*
```


Record 2
Below is a gas-phase ion, C2H3O3S (charge -1) at a distorted geometry, with properties calculated with the ωB97M-V functional and the def2-TZVPD basis.

## Properties
Frontier orbital gap = 0.2660 hartree
Energy relative to the best compared isomer or geometry (same formula, charge and spin) = 4.535 eV
HOMO energy = -3.1 eV

```
! RIJCOSX wB97M-V def2-TZVPD def2/J DEFGRID3
* xyz -1 1
C 1.31 1.20 -0.18
C -0.50 -0.08 -0.71
O 0.20 -1.63 1.40
O -1.89 -0.36 1.63
O 0.85 0.18 -0.88
S -0.46 -0.32 1.25
H 2.42 1.14 -0.33
H -1.13 0.80 -0.86
H -0.80 -0.93 -1.31
*
```


Record 3
Below is 2 unconnected molecules or ions with the total composition C2H3O3S2 at a distorted geometry, with properties calculated with the ωB97M-V functional and the def2-TZVPD basis.

## Properties
Frontier orbital gap = 0.2129 hartree
Energy relative to the best compared isomer or geometry (same formula, charge and spin) = 1.826 eV
HOMO energy = -2.7 eV

```
! RIJCOSX wB97M-V def2-TZVPD def2/J DEFGRID3
* xyz -1 1
C -0.49 -3.74 0.29
C 0.49 -0.74 -0.12
O 0.55 -4.13 0.02
O -1.51 -3.51 0.72
O -0.37 -1.61 -0.84
S -1.01 2.37 0.56
S 0.76 0.78 -0.53
H 1.02 -1.15 0.77
H -0.96 -0.85 -1.28
H -1.89 2.20 -0.63
*
```


Record 4
Below is 2 unconnected molecules or ions with the total composition C2H3O3S2 at a distorted geometry, with properties calculated with the ωB97M-V functional and the def2-TZVPD basis.

## Properties
Frontier orbital gap = 0.2747 hartree
Energy relative to the best compared isomer or geometry (same formula, charge and spin) = 2.627 eV
HOMO energy = -4.5 eV

```
! RIJCOSX wB97M-V def2-TZVPD def2/J DEFGRID3
* xyz -1 1
C 0.09 0.12 -2.17
C 0.11 -0.53 -3.30
O -0.82 -0.56 2.71
O 1.60 -0.57 2.29
O -0.02 -1.31 -4.23
S 0.20 1.71 1.23
S 0.34 -0.09 1.90
H 0.47 1.06 -2.10
H -0.15 -0.47 -1.28
H 0.27 -0.75 0.56
*
```


Record 5
Below is a molecular structure, C2H3O3Sn at a distorted geometry, with properties calculated with the ωB97M-V functional and the def2-TZVPD basis.

## Properties
Frontier orbital gap = 0.2343 hartree
Energy relative to the best compared isomer or geometry (same formula, charge and spin) = 1.783 eV
HOMO energy = -2.5 eV

```
! RIJCOSX wB97M-V def2-TZVPD def2/J DEFGRID3
* xyz -1 1
O -0.17 1.16 0.95
C -1.05 0.50 0.22
C -1.42 -0.62 -0.66
O 1.75 0.21 -0.83
Sn 1.08 -0.55 0.63
H -2.49 -0.88 -0.68
H -0.92 -0.73 -1.63
O -0.83 -1.15 0.53
H -1.99 1.07 0.34
*
```


Record 6
Below is 2 unconnected molecules or ions with the total composition C2H3O4P at a distorted geometry, with properties calculated with the ωB97M-V functional and the def2-TZVPD basis.

## Properties
Frontier orbital gap = 0.4326 hartree
Energy relative to the best compared isomer or geometry (same formula, charge and spin) = 0.394 eV
HOMO energy = -11.7 eV

```
! RIJCOSX wB97M-V def2-TZVPD def2/J DEFGRID3
* xyz 0 1
C 1.72 -0.19 0.02
P 0.08 -0.83 0.07
O -0.52 -1.14 -1.22
O -0.52 -1.16 1.36
H 1.94 0.48 0.92
H 2.47 -0.93 -0.21
H 1.91 0.54 -0.89
O -3.22 0.36 0.02
C -2.33 1.05 -0.03
O -1.53 1.82 -0.03
*
```


Q: What is the frontier orbital gap in the fifth record?
A: 0.2343 hartree


Q: Look up the HOMO energy of the third one.
A: -2.7 eV


Please write out number 1 again, unchanged.
Below is a gas-phase ion, C2H3O3S (charge -1) at a distorted geometry, with properties calculated with the ωB97M-V functional and the def2-TZVPD basis.

## Properties
Frontier orbital gap = 0.2745 hartree
Energy relative to the best compared isomer or geometry (same formula, charge and spin) = 3.122 eV
HOMO energy = -3.3 eV

```
! RIJCOSX wB97M-V def2-TZVPD def2/J DEFGRID3
* xyz -1 1
C 0.91 0.66 -0.27
C 0.29 -0.66 -0.15
O -1.36 0.48 1.68
O -2.37 -0.40 -0.37
O 1.47 -0.27 0.59
S -1.47 -0.70 0.78
H 1.31 0.64 -1.31
H 0.54 1.63 0.04
H 0.69 -1.38 -0.99
*
```